1.
Density functional theory data (the ωB97M-V functional and the def2-TZVPD basis) for a structure of composition C38H28N6O5P2S2V in a non-equilibrium geometry.

Atoms and positions in Å:
V (-0.2855, -0.0812, -0.3438)
S (-0.4929, 0.3511, 2.5041)
P (-0.2811, 2.0658, 1.4644)
C (0.5778, 1.8461, 0.0152)
P (2.2866, 1.8699, -0.0197)
S (3.3986, 0.2237, -0.1601)
C (3.0106, 2.8041, 1.4006)
C (3.3125, 2.1096, 2.5703)
C (3.8942, 2.7585, 3.6458)
C (4.1976, 4.1140, 3.5663)
C (3.9109, 4.8116, 2.4035)
C (3.3217, 4.1559, 1.3280)
C (2.7661, 2.9430, -1.4487)
C (1.8117, 3.7321, -2.0754)
C (2.1578, 4.5612, -3.1383)
C (3.4708, 4.6110, -3.5786)
C (4.4333, 3.8173, -2.9605)
C (4.0810, 2.9860, -1.9101)
C (-1.9452, 2.7332, 1.0781)
C (-3.0507, 2.4151, 1.8519)
C (-4.2903, 2.9727, 1.5631)
C (-4.4312, 3.8553, 0.5043)
C (-3.3250, 4.1806, -0.2708)
C (-2.0913, 3.6218, 0.0168)
C (0.2138, 3.4678, 2.5704)
C (0.3235, 3.2809, 3.9394)
C (0.5364, 4.3628, 4.7880)
C (0.6344, 5.6446, 4.2711)
C (0.5329, 5.8397, 2.8966)
C (0.3256, 4.7591, 2.0577)
H (3.0885, 1.0505, 2.6225)
H (4.1091, 2.2057, 4.5528)
H (4.6506, 4.6226, 4.4095)
H (4.1363, 5.8693, 2.3323)
H (3.0929, 4.7132, 0.4268)
H (0.7875, 3.6545, -1.7289)
H (1.3943, 5.1566, -3.6255)
H (3.7433, 5.2521, -4.4091)
H (5.4594, 3.8384, -3.3095)
H (4.8144, 2.3405, -1.4411)
H (-2.9403, 1.6977, 2.6562)
H (-5.1553, 2.6895, 2.1509)
H (-5.4051, 4.2587, 0.2574)
H (-3.4326, 4.8387, -1.1246)
H (-1.2332, 3.8301, -0.6133)
H (0.2376, 2.2758, 4.3369)
H (0.6245, 4.1979, 5.8556)
H (0.7959, 6.4885, 4.9316)
H (0.6189, 6.8363, 2.4799)
H (0.2534, 4.9167, 0.9875)
O (-6.4738, -1.0679, -0.9441)
C (-5.2830, -0.9529, -0.7810)
C (-4.3485, -2.0640, -0.2510)
O (-4.6990, -3.1788, 0.0616)
C (-2.9975, -1.4474, -0.2485)
C (-3.1264, -0.1014, -0.6195)
O (-2.0230, 0.6005, -0.6345)
C (-4.4306, 0.2732, -1.0829)
O (-4.8247, 1.2988, -1.6223)
O (-1.8722, -1.9426, -0.0013)
N (-0.8888, 1.5767, -3.1748)
C (-0.2545, 0.4070, -3.4023)
N (-0.0539, 0.0482, -4.6765)
C (0.5439, -1.1440, -4.8141)
N (0.7870, -1.5284, -6.1196)
N (0.9310, -1.9763, -3.8693)
C (0.7166, -1.5309, -2.6081)
N (0.1296, -0.3140, -2.3434)
C (1.0554, -2.3187, -1.4835)
C (1.5416, -3.6418, -1.6075)
C (1.8308, -4.3555, -0.4869)
C (1.6302, -3.7625, 0.7880)
C (1.1370, -2.4912, 0.8476)
N (0.8561, -1.7523, -0.2427)
H (-1.3879, 1.9431, -3.9669)
H (-1.3013, 1.7101, -2.2593)
H (0.1907, -1.0769, -6.7922)
H (0.9144, -2.5198, -6.2328)
H (1.6669, -4.0468, -2.6013)
H (2.1998, -5.3715, -0.5668)
H (1.8410, -4.2972, 1.7034)
H (0.9515, -1.9920, 1.7899)

Values from the calculation:
2S+1	4
total energy	-124980.925	eV
total charge	-2
expectation value of S²	3.781
LUMO level (spin up / spin down)	4.2 / 4.2	eV
gap between HOMO and LUMO (spin up / spin down)	5.0 / 6.6	eV
F_max	1.3	eV Å⁻¹

2.
Density functional theory data (the ωB97M-V functional and the def2-TZVPD basis) for a cluster of 2 separate species, C5H10N2O2 in total in a non-equilibrium geometry.

Atoms and positions in Å:
C (1.0227, -0.7461, -1.3442)
C (2.0917, 1.2296, -0.3281)
C (-1.8376, -0.6655, 1.7524)
N (1.0026, 0.2769, -0.3234)
N (-1.0377, -0.5293, 0.5508)
C (-0.0328, 0.4810, 0.5454)
C (-2.3386, 0.4800, -0.7802)
O (-0.0257, 1.3616, 1.3827)
O (-2.1858, 0.1609, -1.8640)
H (-0.8119, -1.3969, 0.0830)
H (0.9861, -1.7549, -0.9063)
H (0.1955, -0.6291, -2.0535)
H (2.1922, 1.7196, -1.3219)
H (1.8954, 1.9880, 0.4255)
H (3.0384, 0.7296, -0.0903)
H (1.9625, -0.6687, -1.8985)
H (-1.3476, -1.3249, 2.4841)
H (-1.9407, 0.3268, 2.1992)
H (-2.8286, -1.0385, 1.4872)

Values from the calculation:
2S+1	1
total energy	-12421.704	eV
total charge	0
LUMO level	0.8	eV
gap between HOMO and LUMO	9.8	eV
F_max	2.3	eV Å⁻¹